C35H56ClO15P | wB97M-V/def2-TZVPD

Values from the calculation:
**Molar mass**: 783.2 g mol⁻¹
**Electronic energy**: -3297.2503 hartree
**Orbital gap**: 6.24 eV
**LUMO energy**: -1.5 eV
**Multiplicity**: 1

Each line ends with the Mulliken charge.
Atoms and positions in Å:
C 5.77 -0.50 2.67  -0.99
C 6.49 -0.19 1.33  -0.58
C 5.60 0.44 0.24  -0.67
C 4.57 1.46 0.71  -0.35
C 3.82 2.03 -0.53  -0.18
C 3.70 3.59 -0.55  -1.08
C 2.26 4.08 -0.73  -0.94
C 1.51 4.43 0.59  -0.69
C 0.16 3.71 0.60  -0.09
C -0.76 4.08 1.78  -0.93
C -1.68 5.27 1.52  -1.05
C -2.63 5.00 0.34  -0.69
C -3.94 4.31 0.75  -0.96
C -4.00 2.83 0.48  0.38
C -3.17 2.22 -0.42  -1.09
C -3.17 0.88 -0.66  0.40
P -1.90 0.34 -1.86  0.26
O -2.21 -1.23 -2.22  -0.28
Cl -0.09 0.39 -0.78  -0.24
C -4.06 0.06 -0.03  -0.83
C -4.91 0.63 0.86  0.56
C -4.90 1.99 1.13  0.13
C -5.92 2.49 2.11  0.54
O -5.93 3.62 2.58  -0.60
C -7.01 1.57 2.57  -0.56
C -7.00 0.27 2.34  -0.76
C -5.86 -0.30 1.58  0.43
O -5.67 -1.51 1.55  -0.58
H 6.22 0.09 3.47  0.32
H 4.69 -0.37 2.64  0.30
H 5.97 -1.54 2.94  0.19
H 6.82 -1.16 0.94  0.32
H 7.39 0.37 1.53  0.39
H 6.27 0.99 -0.43  0.32
H 5.12 -0.31 -0.39  0.26
H 5.00 2.28 1.29  0.24
H 3.80 1.00 1.34  0.17
H 2.83 1.59 -0.63  -0.09
H 4.40 1.72 -1.39  0.52
H 4.25 3.89 -1.45  0.35
H 4.23 4.05 0.28  0.53
H 1.73 3.32 -1.30  0.41
H 2.29 4.97 -1.38  0.49
H 1.37 5.52 0.59  0.30
H 2.14 4.09 1.41  0.43
H -0.31 3.85 -0.38  0.53
H 0.39 2.65 0.69  -0.17
H -0.11 4.32 2.64  0.42
H -1.32 3.18 2.08  0.44
H -1.10 6.18 1.35  0.41
H -2.31 5.45 2.40  0.43
H -2.07 4.51 -0.45  0.20
H -2.90 5.98 -0.06  0.42
H -4.77 4.77 0.20  0.51
H -4.13 4.54 1.79  0.44
H -2.47 2.84 -0.96  0.41
H -1.66 -1.41 -3.00  0.31
H -4.06 -1.00 -0.24  0.69
H -7.85 1.99 3.11  0.43
H -7.79 -0.37 2.71  0.43
C -3.17 -3.82 -1.42  -0.61
O -2.92 -5.21 -1.22  -0.26
C -3.51 -6.01 -2.11  0.71
O -4.21 -5.65 -3.02  -0.54
O -3.20 -7.27 -1.81  -0.32
C -3.77 -8.24 -2.69  -0.64
H -2.64 -3.28 -0.64  0.25
H -2.81 -3.50 -2.38  0.28
H -4.24 -3.61 -1.32  0.31
H -3.43 -8.08 -3.71  0.29
H -4.86 -8.19 -2.65  0.29
H -3.44 -9.21 -2.34  0.22
C 5.81 -5.79 4.55  -0.62
O 4.46 -6.15 4.26  -0.37
C 3.78 -5.21 3.60  0.83
O 4.20 -4.14 3.25  -0.51
O 2.54 -5.67 3.39  -0.38
C 1.69 -4.77 2.68  -0.87
H 6.26 -6.62 5.08  0.23
H 6.37 -5.61 3.63  0.25
H 5.84 -4.90 5.19  0.28
H 2.08 -4.56 1.69  0.40
H 1.56 -3.84 3.24  0.23
H 0.73 -5.26 2.58  0.41
C -1.46 5.60 -6.02  -0.61
O -2.21 4.39 -6.05  -0.35
C -2.88 4.13 -4.93  0.82
O -2.90 4.81 -3.94  -0.55
O -3.52 2.97 -5.09  -0.35
C -4.29 2.58 -3.95  -0.19
H -0.96 5.70 -6.98  0.22
H -2.13 6.46 -5.88  0.29
H -0.71 5.57 -5.23  0.28
H -5.07 3.31 -3.74  0.32
H -3.65 2.44 -3.09  -0.18
H -4.76 1.63 -4.19  0.30
C 1.72 -2.15 0.21  0.01
O 2.98 -2.60 -0.31  -0.41
C 3.45 -3.69 0.28  0.85
O 2.93 -4.30 1.17  -0.36
O 4.62 -4.00 -0.29  -0.40
C 5.24 -5.16 0.25  -0.44
H 1.44 -1.25 -0.34  -0.34
H 0.95 -2.91 0.06  0.36
H 1.82 -1.90 1.26  0.31
H 4.61 -6.04 0.12  0.33
H 5.47 -5.02 1.31  0.01
H 6.17 -5.31 -0.29  0.28